# 1
Below is an isolated molecule of C5H8, with properties calculated with ωB97M-V with the def2-TZVPD basis set.

```
13
Properties=species:S:1:pos:R:3:forces:R:3
C 0.47550 -1.37596 -0.69379 0.0 -0.2 -0.1
C 1.50005 -0.44081 0.01446 0.0 0.0 0.0
C 0.69204 0.73266 0.37471 -0.5 0.3 0.0
C -0.36621 1.31177 0.39372 0.5 -0.4 -0.1
C -1.79570 1.48232 0.14204 -0.2 0.1 0.0
H -0.51841 -0.91405 -0.69372 0.3 -0.2 0.0
H 0.37242 -2.32874 -0.17022 0.2 0.0 -0.2
H 0.73286 -1.55241 -1.74118 0.1 -0.1 0.2
H 2.33687 -0.17857 -0.64416 -0.2 0.0 0.1
H 1.93710 -0.92441 0.89660 -0.1 0.1 -0.2
H -2.11246 0.54103 -0.33371 -0.1 0.3 0.1
H -2.38068 1.60522 1.05562 0.1 0.1 -0.1
H -2.01547 2.29131 -0.55737 0.0 0.0 0.2
```
Positions in Å, forces in eV/Å.

**ΔE to the lowest compared entry with this formula, charge and spin**: 43.3 kcal per mole
**SMILES**: CC#CCC
**LUMO energy**: 1.0777 eV

=====

# 2
Below is C39H50CrIN5O2 as an isolated structure, with properties calculated with ωB97M-V with the def2-TZVPD basis set.

```
98
Properties=species:S:1:pos:R:3:forces:R:3
Cr 0.05884 0.51233 -0.52870 0.1 0.0 0.0
C 4.95219 2.62086 3.05476 0.0 0.0 0.0
C 4.15425 3.49182 2.07747 0.0 0.0 0.0
C 2.78484 2.95815 1.79428 0.0 0.0 0.0
C 1.58631 3.30816 2.39170 0.0 0.0 0.0
C 1.35579 4.30590 3.48345 0.0 0.0 0.0
C 1.40732 3.69135 4.88624 0.0 0.0 0.0
C 0.59792 2.45177 1.83305 0.0 0.0 0.0
C -0.69811 2.28866 2.35498 0.0 0.0 0.0
C -1.55183 1.24974 2.09493 0.0 0.0 0.0
C -2.85756 1.10926 2.73172 0.0 0.0 0.0
C -3.39701 2.00952 3.79766 0.0 0.0 0.0
C -2.80296 1.71405 5.17769 0.0 0.0 0.0
C -3.44965 0.03488 2.16863 0.0 0.0 0.0
C -2.52057 -0.46223 1.15228 -0.1 0.0 0.0
C -2.86765 -1.40742 0.21569 0.0 0.0 0.0
C -2.06527 -1.81786 -0.87210 0.0 0.0 0.0
N -0.81746 -1.32168 -1.14509 0.0 0.0 0.0
C -0.28386 -2.14906 -2.09008 0.0 0.0 0.0
C 1.10013 -2.18741 -2.39510 0.0 0.0 0.0
C 2.07593 -1.48742 -1.74343 0.0 0.0 0.0
N 1.89828 -0.51748 -0.78479 0.0 -0.1 -0.1
C 3.13733 0.03498 -0.57252 0.1 0.0 0.0
C 3.42541 1.14751 0.16599 0.0 0.0 0.0
C 2.48008 1.91102 0.88257 0.0 0.0 0.0
N 1.14722 1.65097 0.87368 0.0 0.0 0.0
C 4.14829 -0.68394 -1.34774 0.0 0.0 0.0
C 3.49658 -1.61450 -2.07030 0.0 0.0 0.0
C 4.06822 -2.61248 -3.02707 0.0 0.0 0.0
C 4.14632 -4.02157 -2.43280 0.0 0.0 0.0
C 5.60168 -0.32992 -1.38766 0.0 0.0 0.0
C 5.88161 0.79913 -2.38468 0.0 0.0 0.0
C -1.23659 -3.09988 -2.52336 0.0 0.0 0.0
C -2.36816 -2.89727 -1.73983 0.0 0.0 0.0
C -3.66115 -3.65077 -1.77342 0.0 0.0 0.0
C -4.78175 -2.86847 -2.46619 0.0 0.0 0.0
C -0.99592 -4.19758 -3.51244 0.0 0.0 0.0
C -0.40583 -5.45625 -2.86777 0.0 0.0 0.0
N -1.36100 0.24863 1.17925 0.0 0.0 0.0
C -4.82826 -0.49402 2.41708 0.0 0.0 0.0
C -5.86046 0.08668 1.44517 0.0 0.0 0.0
H 5.95674 3.02099 3.22702 0.0 0.0 0.0
H 5.04584 1.60541 2.66619 0.0 0.0 0.0
H 4.43874 2.55556 4.01605 0.0 0.0 0.0
H 4.71524 3.58409 1.14176 0.0 0.0 0.0
H 4.07489 4.50531 2.48415 0.0 0.0 0.0
H 0.38542 4.78958 3.33839 0.0 0.0 0.0
H 2.10441 5.10209 3.41423 0.0 0.0 0.0
H 0.66692 2.89488 4.97816 0.0 0.0 0.0
H 1.21091 4.43845 5.66192 0.0 0.0 0.0
H 2.38727 3.24881 5.07630 0.0 0.0 0.0
H -1.02330 3.01923 3.08628 0.0 0.0 0.0
H -4.48556 1.91080 3.84138 0.0 0.0 0.0
H -3.19660 3.04891 3.52519 0.0 0.0 0.0
H -3.03838 0.69234 5.48413 0.0 0.0 0.0
H -3.19136 2.40015 5.93591 0.0 0.0 0.0
H -1.71614 1.80551 5.15423 0.0 0.0 0.0
H -3.83805 -1.87935 0.31814 0.0 0.0 0.0
H 1.41833 -2.89473 -3.15189 0.0 0.0 0.0
H 4.45957 1.46652 0.20890 0.0 0.0 0.0
H 5.06778 -2.29122 -3.33401 0.0 0.0 0.0
H 3.46165 -2.63588 -3.93710 0.0 0.0 0.0
H 4.79569 -4.02918 -1.55483 0.0 0.0 0.0
H 4.53808 -4.74039 -3.15829 0.0 0.0 0.0
H 3.15926 -4.35730 -2.11215 0.0 0.0 0.0
H 6.19080 -1.21322 -1.65408 0.0 0.0 0.0
H 5.93493 -0.02937 -0.39060 0.0 0.0 0.0
H 5.62845 0.48293 -3.39852 0.0 0.0 0.0
H 6.93350 1.09946 -2.36605 0.0 0.0 0.0
H 5.26007 1.66686 -2.15981 0.0 0.0 0.0
H -3.97627 -3.89846 -0.75354 0.0 0.0 0.0
H -3.51785 -4.60766 -2.28667 0.0 0.0 0.0
H -4.94394 -1.91330 -1.96289 0.0 0.0 0.0
H -5.72481 -3.42467 -2.47174 0.0 0.0 0.0
H -4.50551 -2.64521 -3.49911 0.0 0.0 0.0
H -0.32286 -3.84760 -4.30091 0.0 0.0 0.0
H -1.93621 -4.45672 -4.01140 0.0 0.0 0.0
H 0.53774 -5.21854 -2.37314 0.0 0.0 0.0
H -0.22362 -6.24578 -3.60411 0.0 0.0 0.0
H -1.08361 -5.84484 -2.10446 0.0 0.0 0.0
H -5.12775 -0.26113 3.44385 0.0 0.0 0.0
H -4.82658 -1.58528 2.33929 0.0 0.0 0.0
H -5.88732 1.17500 1.52350 0.0 0.0 0.0
H -6.86298 -0.30420 1.64402 0.0 0.0 0.0
H -5.59409 -0.15301 0.41484 0.0 0.0 0.0
N -2.83218 0.82454 -2.78203 0.0 0.1 -0.1
C -3.40331 1.50250 -1.61728 0.0 0.0 0.0
C -2.44368 2.46437 -0.89419 0.0 0.0 0.0
O -2.92151 3.53120 -0.48814 0.0 0.0 0.0
O -1.24063 2.08525 -0.73549 -0.1 0.0 0.0
H -3.41288 0.93290 -3.59907 -0.1 -0.1 0.0
H -2.65660 -0.15829 -2.62135 0.0 0.0 0.0
H -3.72222 0.77798 -0.86319 0.0 0.0 0.0
H -4.28280 2.08230 -1.90270 0.0 0.0 0.0
I 1.84952 2.75502 -2.77131 0.0 0.0 0.0
C 0.49615 1.07832 -2.49982 0.0 0.0 0.0
H 0.95064 0.30865 -3.12078 0.0 0.0 0.0
H -0.42344 1.43127 -2.95637 0.0 0.0 0.0
```
Positions in Å, forces in eV/Å.

**ΔE to the lowest compared entry with this formula, charge and spin**: 20.9 kcal per mole
**⟨S²⟩**: 6.103
**LUMO energy (alpha / beta)**: 4.4241 / 4.4006 eV
**2S+1**: 5
**Net charge**: -2

=====

# 3
Below is an isolated molecule of C5H7NO, with properties calculated with ωB97M-V with the def2-TZVPD basis set.

```
14
Properties=species:S:1:pos:R:3:forces:R:3
C 1.42950 -0.73422 0.49989 0.0 -0.1 0.2
C 0.68100 0.32672 -0.33986 -0.5 0.4 -0.5
C -0.34385 -0.21574 -1.33554 -0.1 0.0 0.3
C -1.54990 -0.13978 -0.76279 0.1 0.0 0.1
N -1.47083 0.47916 0.50230 -0.1 0.3 -0.1
C -0.21218 0.99020 0.71998 0.4 -0.5 0.4
O 0.16255 1.61630 1.68672 -0.4 0.2 -0.3
H 2.44648 -0.89126 0.14470 -0.1 -0.2 -0.1
H 0.86298 -1.67033 0.52490 0.2 0.1 -0.2
H 1.48186 -0.37442 1.53487 0.3 -0.1 -0.3
H 1.37672 1.03119 -0.80999 -0.1 -0.1 0.3
H -0.16895 -0.55933 -2.35336 0.1 0.0 0.4
H -2.51970 -0.47109 -1.12058 0.2 0.1 0.0
H -2.22240 0.61441 1.15897 0.0 0.1 -0.2
```
Positions in Å, forces in eV/Å.

**ΔE to the lowest compared entry with this formula, charge and spin**: 8.8 kcal per mole
**SMILES**: C[C@H]1C=CNC1=O
**LUMO energy**: 0.9594 eV

=====

# 4
Below is a 2-piece molecular cluster, C53H63N2 overall in a non-equilibrium geometry, with properties calculated with ωB97M-V with the def2-TZVPD basis set.

```
118
Properties=species:S:1:pos:R:3:forces:R:3
C 1.12084 2.22010 1.65219 0.7 0.4 0.3
C 1.11089 2.18045 3.09409 0.2 0.3 0.7
C 1.13931 0.96582 3.83349 -0.1 0.0 -0.2
C 1.28807 0.97415 5.22026 0.1 0.0 -0.1
C 1.43837 2.18151 5.91553 -0.1 0.0 -0.5
C 1.35557 3.39586 5.21908 -0.1 0.0 -0.2
C 1.16183 3.40071 3.84320 0.3 -0.2 -0.1
C 1.65010 3.35693 1.02146 0.5 0.7 -0.1
C 1.50274 3.78284 -0.29305 0.2 -0.6 0.4
C 1.95108 5.07456 -0.74802 0.4 0.8 -0.2
C 2.19483 5.32075 -2.13120 -0.1 -0.1 0.4
C 2.73135 6.53634 -2.55628 -0.1 0.0 0.1
C 2.98866 7.56097 -1.63149 -0.2 -0.5 0.1
C 2.72037 7.35510 -0.26937 -0.1 -0.2 0.0
C 2.21059 6.13515 0.17156 0.1 -0.2 -0.3
H 0.85190 1.34797 1.06131 -0.4 0.1 0.2
H 1.05226 0.01657 3.29681 0.1 0.3 0.2
H 1.29704 0.02929 5.76951 0.0 0.3 -0.3
H 1.60853 2.18653 6.99424 -0.1 -0.1 -0.4
H 1.43667 4.34129 5.76060 -0.1 -0.3 -0.2
H 1.06208 4.36010 3.32506 0.0 -0.4 0.2
H 2.34235 3.95249 1.63185 -0.7 0.1 -0.1
H 1.08128 3.09512 -1.02790 -0.1 0.2 0.1
H 1.96684 4.53158 -2.85555 0.1 0.3 0.2
H 2.93957 6.69825 -3.61765 -0.1 -0.1 0.4
H 3.37423 8.52329 -1.97208 -0.1 -0.3 0.1
H 2.89646 8.15950 0.44903 -0.1 -0.3 -0.3
H 1.99029 5.98899 1.23351 0.1 0.1 -0.4
C 1.91162 -4.23680 -0.58901 -0.2 -0.2 0.0
C 2.57406 -3.47185 0.54931 -0.4 0.3 0.2
C 1.83063 -3.73453 1.86114 -0.3 -0.1 0.1
C 4.01123 -3.99684 0.67171 0.2 0.2 -0.1
C 2.63492 -1.95030 0.32025 -0.2 0.0 -0.3
C 3.27804 -1.18870 1.30086 0.7 0.4 -0.2
C 3.43529 0.17951 1.12576 -0.1 -0.2 0.5
C 3.18615 0.75246 -0.12214 0.6 -0.3 -0.2
C 2.69770 -0.01158 -1.17691 -0.3 0.1 0.4
C 2.92561 0.43419 -2.63463 -0.5 0.3 0.2
C 1.63387 0.91017 -3.30000 -0.2 0.1 -0.4
C 3.54803 -0.74088 -3.39794 0.1 -0.2 0.1
C 3.91942 1.60207 -2.70137 0.2 0.0 0.1
C 2.09168 -1.25956 -0.79257 0.4 0.3 0.9
N 0.75879 -1.56913 -1.21813 0.4 -0.6 -1.0
C -0.33307 -1.35840 -0.38710 0.4 1.1 1.4
C -0.20712 -0.87066 0.90403 0.0 -1.1 -0.6
C -1.26346 -1.08235 1.88763 -0.5 0.1 0.7
C -1.90061 -2.34379 2.03243 0.1 0.7 -0.2
C -3.06231 -2.45993 2.78575 0.0 0.1 0.3
C -3.54803 -1.36410 3.51189 0.0 0.0 -0.2
C -2.85080 -0.15280 3.48893 0.2 -0.2 0.2
C -1.70836 -0.02061 2.70357 -0.1 -0.4 -0.2
N -1.46489 -1.48372 -1.17656 -0.1 -0.2 -0.1
C -2.83026 -1.23163 -0.78020 -0.9 0.0 -0.1
C -3.23721 0.06458 -0.34036 0.2 0.2 0.2
C -2.68884 1.42573 -0.87223 0.4 -0.2 0.7
C -3.30216 2.60371 -0.10914 -0.2 0.2 0.0
C -3.03873 1.54784 -2.35614 -0.3 -0.2 -0.1
C -1.19512 1.57703 -0.70929 0.6 0.2 0.0
C -4.37241 0.11915 0.47790 -0.2 0.1 -0.2
C -5.36973 -0.83977 0.35845 0.3 -0.2 -0.2
C -5.13472 -1.90604 -0.49147 -0.3 0.0 0.3
C -3.81939 -2.24423 -0.85452 0.2 -0.1 0.0
C -3.66807 -3.72127 -1.30724 -0.3 0.1 0.0
C -4.61028 -4.61796 -0.48020 -0.2 -0.2 0.1
C -2.29068 -4.34115 -1.12569 0.4 -0.3 -0.1
C -4.10039 -3.80375 -2.77133 0.0 -0.1 -0.2
C -1.05255 -1.81080 -2.46863 0.3 0.0 -0.3
C 0.29057 -1.86661 -2.48914 -0.5 -0.2 -0.7
H 2.42452 -4.05953 -1.54231 -0.1 0.0 0.1
H 1.97362 -5.31135 -0.36698 0.0 0.2 -0.1
H 0.85379 -3.97967 -0.68698 0.1 -0.1 -0.1
H 2.40625 -3.35822 2.71573 -0.2 -0.1 -0.1
H 0.85791 -3.22635 1.85237 0.2 -0.2 0.1
H 1.66887 -4.81190 2.00016 0.1 0.2 0.0
H 4.53954 -3.55301 1.52142 0.0 -0.1 -0.1
H 3.99980 -5.08485 0.80679 0.0 0.2 0.0
H 4.57623 -3.76961 -0.24079 0.0 -0.1 0.2
H 3.65929 -1.66830 2.20508 -0.2 0.2 -0.3
H 3.80304 0.79384 1.94682 0.0 -0.1 -0.2
H 3.40360 1.81307 -0.26166 0.3 -0.5 -0.2
H 1.05710 1.56200 -2.62944 0.1 -0.2 -0.2
H 1.88106 1.49279 -4.19983 -0.1 -0.2 0.1
H 0.99519 0.07590 -3.60128 0.0 0.3 0.1
H 4.52287 -0.99265 -2.96117 -0.2 0.0 -0.1
H 2.92988 -1.64278 -3.34720 0.1 0.2 0.0
H 3.70092 -0.47797 -4.45087 0.0 0.0 0.2
H 4.82532 1.40183 -2.11664 -0.2 0.1 -0.1
H 4.22918 1.76976 -3.74204 -0.2 -0.1 0.2
H 3.46417 2.53390 -2.34441 0.1 -0.1 0.0
H 0.79657 -0.57494 1.20334 -0.3 -0.3 0.0
H -1.47860 -3.21188 1.51808 -0.2 0.4 0.1
H -3.58460 -3.41853 2.83306 0.2 0.3 0.0
H -4.46815 -1.46707 4.09025 0.3 0.1 -0.1
H -3.18145 0.69825 4.08919 0.0 -0.3 -0.2
H -1.16084 0.92450 2.66678 -0.4 -0.2 0.0
H -3.03740 2.56935 0.95576 -0.1 0.0 -0.1
H -2.90892 3.54836 -0.50701 0.0 -0.2 0.0
H -4.39165 2.63272 -0.20721 0.2 0.0 0.1
H -2.52804 0.77890 -2.94759 -0.1 0.1 0.1
H -4.11960 1.43613 -2.50495 0.2 0.0 0.0
H -2.73501 2.53472 -2.72751 0.0 -0.2 0.0
H -0.63941 0.84566 -1.29699 0.0 0.1 0.1
H -0.86658 2.58268 -1.00783 -0.3 -0.1 -0.1
H -0.93493 1.45860 0.34197 -0.1 -0.1 -0.1
H -4.54364 0.95246 1.16055 0.0 -0.1 -0.6
H -6.31421 -0.73549 0.89387 0.2 0.0 -0.3
H -5.97867 -2.52546 -0.80428 0.5 0.1 0.4
H -5.66799 -4.37262 -0.61903 0.3 -0.1 0.1
H -4.48270 -5.66377 -0.78916 0.0 0.2 0.1
H -4.36767 -4.54255 0.58749 -0.1 0.0 -0.2
H -1.58829 -4.04332 -1.90609 0.1 0.0 0.2
H -1.88737 -4.11891 -0.13231 0.1 0.0 -0.3
H -2.39121 -5.43477 -1.19296 0.1 0.3 0.0
H -3.44811 -3.19630 -3.40903 -0.2 -0.2 0.0
H -4.05906 -4.84367 -3.11912 0.0 0.2 0.0
H -5.12690 -3.43674 -2.88617 0.2 -0.1 -0.1
H -1.77229 -1.96141 -3.25749 0.2 0.0 0.1
H 0.95204 -2.13069 -3.30028 -0.2 0.1 0.2
```
Positions in Å, forces in eV/Å.

**LUMO energy**: -5.3316 eV
**Net charge**: +1